C26H39BF5N7OS3TeTi | ωB97M-V/def2-TZVPD

Positions of all 84 atoms, in Å:
Ti  0.146300  1.002800  -0.261100
C  -3.461200  -1.801100  -3.124600
C  -3.274700  -3.269200  -2.731500
C  -4.268900  -3.697400  -1.652300
C  -3.462700  -4.163300  -3.955200
N  -1.890600  -3.393900  -2.245000
C  -0.852100  -3.969700  -2.920500
C  0.298400  -3.643100  -2.283300
N  -0.021400  -2.866800  -1.199200
B  0.943000  -2.032700  -0.363700
N  0.885900  -2.442200  1.103000
C  1.333500  -3.626700  1.630400
C  1.128800  -3.595400  2.964900
N  0.535200  -2.396200  3.276800
C  0.382700  -1.700800  2.123800
S  -0.337700  -0.159000  1.960200
C  0.314500  -1.912100  4.652500
C  -1.021400  -1.176400  4.755300
C  0.311500  -3.096500  5.620400
C  1.479700  -0.976700  4.986300
N  2.340600  -2.054200  -0.956000
C  3.540200  -2.313600  -0.341700
C  4.527300  -1.810900  -1.115500
N  3.957100  -1.231600  -2.220700
C  2.612900  -1.389600  -2.116000
S  1.413400  -0.973500  -3.215500
C  4.662900  -0.363600  -3.183500
C  6.169600  -0.450600  -2.933600
C  4.372700  -0.819400  -4.611700
C  4.166800  1.067900  -2.952100
C  -1.370500  -2.722900  -1.189400
S  -2.200000  -1.924800  0.039600
H  -4.434000  -1.657900  -3.584300
H  -3.389200  -1.151500  -2.255700
H  -2.691200  -1.504300  -3.835000
H  -5.276400  -3.596600  -2.044800
H  -4.108300  -4.734700  -1.366500
H  -4.185200  -3.074100  -0.766500
H  -4.492900  -4.083500  -4.290500
H  -2.821400  -3.851600  -4.776000
H  -3.269100  -5.206400  -3.712300
H  -0.982100  -4.569300  -3.796200
H  1.302800  -3.932200  -2.510600
H  0.634300  -0.805500  -0.382800
H  1.754100  -4.391300  1.009800
H  1.365300  -4.337500  3.694900
H  -1.778500  -1.675800  4.159000
H  -1.353800  -1.156900  5.788600
H  -0.931700  -0.154500  4.404900
H  -0.418400  -3.843100  5.320400
H  1.291300  -3.558700  5.706200
H  0.038700  -2.740600  6.609400
H  1.514900  -0.146100  4.286000
H  1.354100  -0.579800  5.988400
H  2.427500  -1.509500  4.946400
H  3.608300  -2.833100  0.591800
H  5.581300  -1.846500  -0.959500
H  6.512400  -1.482700  -2.959100
H  6.690700  0.085700  -3.722300
H  6.448000  0.003500  -1.985400
H  4.749500  -1.826300  -4.774200
H  3.304900  -0.810000  -4.809800
H  4.861500  -0.147000  -5.311100
H  4.205200  1.315000  -1.892300
H  4.789500  1.774600  -3.494600
H  3.137000  1.183400  -3.284400
F  -2.601400  2.125900  -0.442300
Te  -1.305400  3.640200  -0.142900
F  -0.807700  2.978000  -1.918900
F  -0.990100  0.325900  -1.318400
F  1.406600  1.292500  -1.385500
F  0.438700  4.592900  -0.565300
O  -0.339000  2.443400  0.782600
C  4.756200  1.918100  1.882500
C  3.933100  2.877600  1.313900
C  2.666200  2.512600  0.879000
N  2.187000  1.272700  0.994400
C  2.981200  0.360100  1.555400
C  4.263800  0.626800  2.004700
H  5.748500  2.166100  2.229100
H  4.266300  3.897000  1.204400
H  2.019800  3.249500  0.418700
H  2.570200  -0.636000  1.649300
H  4.860800  -0.159200  2.442300

Cartesian forces, eV/Å:
Ti 1.9 -1.8 1.8
C 0.0 0.0 0.0
C -0.9 0.1 -0.3
C 0.1 0.0 0.1
C 0.2 0.1 0.2
N 0.9 -0.2 -0.5
C -0.8 -0.2 0.0
C 0.3 0.6 1.0
N -0.2 -0.9 -1.0
B 0.4 1.0 0.2
N -0.2 0.4 0.6
C 0.1 -0.3 0.3
C 0.3 -0.5 -0.4
N -0.1 0.0 -0.8
C 0.0 0.2 -0.5
S 0.0 0.6 0.1
C 0.1 0.4 0.7
C 0.0 0.0 0.0
C 0.0 0.1 -0.2
C -0.1 -0.1 0.0
N 0.0 0.0 0.0
C 0.9 -0.1 0.2
C -0.1 -0.4 0.7
N -0.3 -0.2 0.4
C -0.8 0.1 -1.1
S -0.1 0.1 -0.3
C 0.1 0.4 -0.5
C -0.2 0.0 0.0
C -0.1 0.0 0.0
C 0.0 0.0 -0.1
C -0.4 0.5 1.1
S 0.2 -0.3 -0.3
H -0.1 0.0 -0.1
H 0.0 0.0 0.0
H 0.0 0.0 -0.1
H -0.1 0.0 -0.1
H 0.0 -0.1 0.0
H -0.1 -0.1 -0.1
H -0.1 0.0 0.0
H 0.0 0.0 -0.1
H 0.0 -0.1 0.0
H -0.1 -0.1 -0.1
H 0.2 0.1 -0.1
H 0.2 -1.2 0.0
H 0.1 -0.2 0.0
H 0.0 -0.1 0.2
H -0.2 -0.1 0.0
H 0.0 0.0 0.1
H -0.1 0.0 0.1
H -0.1 -0.1 0.0
H 0.1 -0.1 0.0
H 0.0 0.1 0.0
H 0.0 0.1 -0.1
H 0.0 0.1 0.2
H 0.1 -0.1 0.0
H 0.1 -0.1 0.2
H 0.3 0.0 0.1
H 0.1 -0.1 0.0
H -0.1 0.1 -0.1
H 0.1 0.0 0.1
H 0.1 -0.1 0.0
H 0.1 0.0 -0.1
H 0.1 0.1 0.0
H 0.1 0.0 0.1
H 0.1 0.0 -0.1
H 0.0 0.0 0.0
F 0.5 1.5 0.7
Te -0.1 0.8 -3.7
F -0.5 0.5 1.6
F -1.4 -0.6 -0.9
F 0.7 0.7 -0.8
F -1.6 -0.5 0.9
O 0.5 -0.2 1.0
C -0.3 -0.1 0.0
C 0.0 -0.1 0.0
C 0.3 0.3 0.0
N 0.2 0.0 0.0
C 0.0 -0.2 0.1
C -0.1 0.2 0.0
H 0.1 0.0 0.0
H 0.0 0.1 0.0
H 0.0 0.0 0.0
H 0.1 0.0 0.0
H 0.0 -0.1 0.0

Calculated values
Relative energy (zero: lowest compared OMol25 entry of this formula, charge and spin), eV: 1.818
Charge: +1
E_LUMO (alpha / beta), Eh: -0.1201 / -0.1919
HOMO (alpha / beta), eV: -9.54 / -9.49
Expectation value of S²: 0.772
Spin multiplicity: 2

***

C26H39F24GaNO3 | ωB97M-V/def2-TZVPD

Positions of all 94 atoms, in Å:
C  -5.735163  -5.735650  3.988894
C  -5.941352  -5.826562  2.435404
C  -5.079262  -6.916386  1.725853
C  -3.518558  -6.716453  1.816860
C  -3.026251  -5.228865  1.892981
C  -1.737452  -4.923726  1.039434
C  -0.584229  -5.981146  1.192116
Ga  0.838569  -5.537231  2.618107
C  2.690140  -5.429555  1.658433
C  2.842547  -4.136269  0.750608
C  4.038523  -3.280108  1.304835
C  4.727941  -2.359397  0.241824
N  3.769507  -1.656903  -0.653060
H  -5.198477  -4.797754  4.253416
H  -5.272350  -6.649132  4.413723
H  -6.746052  -5.638103  4.463247
H  -5.837495  -4.835561  1.931377
H  -7.014332  -6.112850  2.269723
H  -5.347887  -7.078796  0.655284
H  -5.307635  -7.890238  2.237446
H  -3.036303  -7.306014  2.632312
H  -3.089511  -7.140662  0.871470
H  -2.734302  -5.041884  2.960722
H  -3.788824  -4.467451  1.619529
H  -2.058854  -4.836856  -0.032465
H  -1.375125  -3.920864  1.375188
H  -0.928439  -7.024699  1.371661
H  -0.045408  -6.003112  0.203517
H  0.953941  -6.831591  3.600922
H  0.532135  -4.225489  3.487295
H  2.799548  -6.338662  1.007901
H  3.475650  -5.476304  2.447896
H  1.891262  -3.564177  0.681125
H  3.103205  -4.461561  -0.293743
H  4.818786  -4.003223  1.648763
H  3.679342  -2.729321  2.206416
H  5.395652  -1.640918  0.781669
H  5.420467  -3.007768  -0.362232
H  3.623345  -2.306464  -1.426838
H  4.290811  -0.874461  -1.061778
C  2.895973  1.824727  -1.908419
C  4.077104  2.185577  -0.972905
C  3.765289  2.364174  0.518394
F  2.894375  3.356273  0.768393
F  4.903513  2.682487  1.187828
F  4.714767  3.271767  -1.470180
F  4.960309  1.152654  -1.061452
O  2.281249  2.891581  -2.663345
C  1.280630  3.691260  -2.101597
C  1.715989  5.155489  -1.961027
F  2.825932  5.285797  -1.218663
F  0.743244  5.877652  -1.352517
F  0.842525  3.160146  -0.956392
F  0.233901  3.645810  -2.957254
H  3.320284  1.184383  -2.683656
H  2.154522  1.203127  -1.411863
H  3.371334  1.438271  0.945903
H  1.916300  5.592014  -2.941362
C  -2.200981  -0.448783  -5.075441
C  -1.393658  -0.407250  -3.753527
C  -0.328392  0.684837  -3.596602
F  0.648829  0.614604  -4.513417
F  0.278368  0.560148  -2.388619
F  -0.865456  -1.627606  -3.531750
F  -2.302432  -0.199646  -2.761150
O  -1.812848  -1.380002  -6.103979
C  -0.817132  -1.055788  -7.034505
C  0.420278  -1.954601  -6.908507
F  0.960422  -1.904318  -5.681748
F  1.374254  -1.558213  -7.783183
F  -0.530254  0.252682  -6.973851
F  -1.361819  -1.257867  -8.251371
H  -3.192652  -0.801121  -4.787427
H  -2.366003  0.548406  -5.484746
H  -0.777023  1.679291  -3.644638
H  0.158905  -2.993461  -7.118863
C  0.358090  7.536641  3.505743
C  -0.761369  6.875661  2.662156
C  -0.883753  7.280307  1.187560
F  -1.138358  8.587293  1.012975
F  -1.914854  6.614618  0.611015
F  -1.938846  7.039603  3.305204
F  -0.504941  5.539541  2.672169
O  0.029271  8.651971  4.358385
C  0.002530  9.960868  3.860223
C  -1.401344  10.578494  3.907280
F  -2.299355  9.851509  3.224779
F  -1.385428  11.814732  3.356763
F  0.561938  10.008606  2.643508
F  0.806477  10.684748  4.664843
H  0.664788  6.767579  4.216398
H  1.249552  7.740532  2.912172
H  0.025264  7.027727  0.636747
H  -1.747415  10.657230  4.939687

Cartesian forces, eV/Å:
C -0.8 0.6 -0.4
C -0.7 -0.5 -0.4
C 0.5 -0.4 0.8
C 0.1 0.3 -1.0
C 1.0 0.0 0.6
C -0.4 -0.6 0.2
C 0.1 0.6 -0.7
Ga 0.5 -0.8 -0.3
C -0.5 0.2 -0.4
C 1.0 -0.8 0.3
C -0.3 -0.1 -0.5
C 0.3 -0.6 0.8
N 1.0 0.1 0.0
H 0.0 -0.9 0.0
H 0.0 0.7 -0.3
H 0.8 -0.1 -0.3
H 0.1 -0.7 0.5
H 0.8 0.2 0.0
H -0.1 0.5 0.7
H 0.1 0.7 -0.5
H -0.6 0.5 -0.5
H -0.3 0.2 0.8
H -0.4 0.0 -0.8
H 0.3 -0.7 0.2
H 0.2 0.0 0.7
H -0.2 -0.6 -0.4
H -0.1 0.7 -0.2
H -0.3 -0.1 0.8
H 0.0 0.0 0.1
H -0.1 0.3 -0.1
H 0.0 0.6 0.6
H -0.3 0.1 -0.6
H 0.7 -0.1 0.1
H -0.2 0.3 0.6
H -0.5 0.6 -0.2
H 0.3 -0.2 -0.7
H -0.6 -0.3 -0.5
H -0.5 0.4 0.4
H -0.4 0.3 0.2
H -0.3 -0.4 0.1
C -0.3 -0.2 -0.3
C -0.4 0.5 -0.8
C 0.3 -0.4 0.7
F -0.3 0.3 -0.4
F 0.2 -0.1 -0.3
F 0.0 0.1 0.2
F 0.0 0.0 0.2
O 0.0 0.8 0.9
C 0.7 -1.8 -0.2
C 0.2 0.5 -0.3
F 0.1 -0.3 0.2
F -0.3 -0.1 0.0
F 0.0 0.4 0.3
F -0.1 0.5 -0.2
H 0.1 0.2 0.0
H 0.0 0.2 0.3
H 0.0 -0.1 -0.2
H -0.1 -0.1 -0.1
C -0.5 0.0 -0.4
C 0.0 -0.9 -0.4
C 0.0 0.5 0.4
F 0.0 -0.3 -0.5
F -0.4 -0.2 0.0
F 0.3 0.1 -0.1
F 0.0 0.4 -0.1
O 1.1 0.3 0.3
C -1.5 0.4 0.7
C 0.3 -0.5 0.0
F -0.2 0.3 0.2
F -0.2 0.2 -0.2
F 0.5 0.1 0.1
F 0.2 -0.3 -0.2
H 0.2 -0.1 0.1
H 0.3 0.1 0.0
H -0.1 -0.1 0.0
H -0.2 0.1 -0.1
C 0.5 0.1 0.4
C -0.3 0.4 0.8
C 0.0 -0.4 -0.7
F 0.1 0.4 0.4
F 0.0 -0.2 0.3
F -0.1 0.2 -0.2
F 0.2 0.0 -0.3
O -0.7 0.4 -0.9
C 0.9 -1.4 0.2
C -0.5 0.2 0.3
F 0.1 -0.3 -0.2
F 0.3 0.0 0.0
F -0.3 0.2 -0.4
F -0.2 0.3 0.2
H -0.2 0.0 0.0
H -0.2 0.2 -0.2
H 0.1 -0.1 0.2
H 0.2 0.0 0.1

Calculated values
Charge: -1
E_LUMO, Eh: 0.0650
HOMO, eV: -4.19
Spin multiplicity: 1

***

C26H39IrN3O7PS2Si | ωB97M-V/def2-TZVPD

Positions of all 80 atoms, in Å:
Ir  0.736473  -0.561434  0.739824
O  3.422591  2.204530  1.955969
S  2.905990  0.895770  1.711031
O  1.374929  0.919804  1.890112
O  3.167780  0.272259  0.425176
C  3.660890  -0.198690  2.919655
C  4.611148  0.426122  3.715249
C  5.404341  -0.299788  4.590739
C  5.255827  -1.670494  4.672608
C  4.289241  -2.303068  3.904273
C  3.482865  -1.592197  3.029002
S  2.180719  -2.582273  2.260785
O  2.069965  -3.760341  3.061388
O  0.970837  -1.682708  2.446132
O  2.442161  -2.751862  0.841084
H  4.736424  1.495317  3.630637
H  6.135766  0.216037  5.198264
H  5.872025  -2.254062  5.343456
H  4.126083  -3.367131  3.998724
C  -2.139966  -2.079715  1.654100
Si  -1.490082  -0.358404  1.297610
C  -2.486948  0.375840  -0.112943
C  -1.694929  0.726648  2.804985
C  -1.065144  0.384812  4.006463
C  -1.204593  1.178392  5.134982
C  -1.973467  2.333880  5.083560
C  -2.603156  2.690628  3.900889
C  -2.462493  1.892077  2.772352
H  -3.208154  -2.024619  1.883939
H  -1.622092  -2.519047  2.507027
H  -2.015452  -2.750071  0.799803
H  -3.545482  0.425482  0.156067
H  -2.392090  -0.242343  -1.007064
H  -2.148091  1.383495  -0.363438
H  -0.449159  -0.505093  4.055876
H  -0.707999  0.898180  6.055713
H  -2.080124  2.954906  5.964149
H  -3.203362  3.591034  3.855229
H  -2.961388  2.187823  1.856499
O  0.429857  0.122153  -1.162402
P  1.267423  0.773032  -2.250779
N  1.437815  2.362085  -1.927660
C  1.055947  3.013522  -0.655220
C  0.982017  4.491071  -1.029041
C  2.017918  4.620187  -2.142798
C  1.790860  3.350874  -2.955947
N  0.469064  0.679783  -3.676060
C  -0.899200  1.227946  -3.784734
C  -1.503092  0.469357  -4.968129
C  -0.283771  0.089721  -5.806722
C  0.733932  -0.297669  -4.740925
N  2.705930  0.056996  -2.499582
C  2.870443  -1.404125  -2.338729
C  4.356042  -1.615204  -2.615057
C  4.986482  -0.352200  -2.034320
C  4.006032  0.751370  -2.428801
H  1.814460  2.849405  0.105715
H  0.110313  2.620469  -0.283805
H  1.190496  5.131240  -0.173575
H  -0.011978  4.741219  -1.407728
H  3.023577  4.611629  -1.715662
H  1.906704  5.522601  -2.742054
H  2.670490  3.042252  -3.521024
H  0.967119  3.486101  -3.666049
H  -0.853571  2.302942  -3.984907
H  -1.461438  1.078580  -2.865022
H  -2.236860  1.064662  -5.509326
H  -1.999414  -0.436615  -4.613102
H  0.076525  0.955480  -6.366867
H  -0.477943  -0.718558  -6.510037
H  1.768188  -0.230276  -5.075078
H  0.544838  -1.322577  -4.403902
H  2.234963  -1.952400  -3.036453
H  2.625141  -1.712581  -1.322716
H  4.537768  -1.676231  -3.690963
H  4.723482  -2.529188  -2.151408
H  5.989354  -0.157214  -2.413243
H  5.028668  -0.428934  -0.949385
H  4.265194  1.167610  -3.407876
H  3.975455  1.558689  -1.697876

Cartesian forces, eV/Å:
Ir -0.5 -0.5 -0.6
O 0.1 0.1 0.0
S -0.3 -0.1 0.3
O 0.6 0.1 0.2
O 0.1 0.0 0.0
C 0.0 -0.1 0.0
C 0.0 0.1 0.0
C 0.0 -0.1 0.0
C 0.0 0.1 0.0
C 0.0 0.0 0.0
C -0.1 0.1 -0.1
S 0.0 0.3 0.0
O 0.0 -0.1 0.0
O 0.2 -0.1 -0.1
O 0.1 0.1 0.3
H 0.0 0.0 0.0
H 0.0 0.0 0.0
H 0.0 0.0 0.0
H 0.0 0.0 0.0
C -0.1 0.0 0.0
Si 0.0 0.0 0.0
C 0.0 0.0 0.0
C 0.0 0.0 0.1
C -0.1 0.1 0.0
C 0.0 0.0 0.0
C 0.0 0.0 0.0
C 0.0 0.0 0.0
C 0.0 0.0 0.1
H 0.0 0.0 0.0
H 0.0 0.0 0.0
H 0.0 0.0 0.0
H 0.0 0.0 0.0
H 0.0 0.0 0.0
H 0.0 0.0 0.0
H 0.0 0.0 0.0
H 0.0 0.0 0.0
H 0.0 0.0 0.0
H 0.0 0.0 0.0
H 0.0 0.0 0.0
O -0.1 0.0 0.2
P 0.0 0.3 -0.1
N -0.2 -0.1 -0.1
C 0.0 0.0 0.0
C 0.0 0.0 0.0
C 0.0 0.0 0.0
C 0.0 0.0 0.0
N -0.1 0.0 -0.1
C 0.1 0.0 -0.1
C 0.0 0.0 0.0
C 0.0 0.0 0.0
C 0.0 0.1 0.0
N 0.1 -0.1 0.0
C 0.1 0.0 -0.1
C -0.1 0.0 0.0
C 0.0 0.0 0.0
C 0.0 0.0 0.0
H 0.1 0.0 0.0
H 0.0 0.0 0.0
H 0.0 0.0 0.0
H 0.0 0.0 0.0
H 0.0 0.0 0.0
H 0.0 0.0 0.0
H 0.0 0.0 0.0
H 0.0 0.0 0.0
H 0.0 0.0 0.0
H 0.0 0.0 0.1
H 0.0 0.0 0.0
H 0.0 0.0 0.0
H 0.0 0.0 0.0
H 0.0 0.0 0.0
H 0.0 0.0 0.0
H 0.0 0.0 0.0
H 0.0 0.0 0.0
H 0.0 0.0 0.1
H 0.0 0.0 0.0
H 0.0 0.0 0.0
H 0.0 0.0 0.0
H 0.0 0.0 0.0
H 0.0 0.0 0.0
H 0.0 0.0 0.0

Calculated values
Relative energy (zero: lowest compared OMol25 entry of this formula, charge and spin), eV: 0.537
E_LUMO, Eh: -0.0132
HOMO, eV: -8.61
Spin multiplicity: 1

***

no.,calculated total energy (Ha)
1,-4308.99664
2,-5616.09486
3,-3236.75767